(1)
{
  "formula": "C21H17IN2O2Pt",
  "method": "the ωB97M-V functional and the def2-TZVPD basis",
  "orbital_gap_ev": 6.8,
  "e_tot_ev": -40471.7682,
  "charge": 0,
  "homo_ev": -7.544,
  "elements": ["Pt", "I", "O", "O", "N", "N", "C", "C", "C", "C", "C", "C", "C", "C", "C", "C", "C", "C", "C", "C", "C", "C", "C", "C", "C", "C", "C", "H", "H", "H", "H", "H", "H", "H", "H", "H", "H", "H", "H", "H", "H", "H", "H", "H"],
  "coordinates": [[0.16, 0.51, 0.27], [0.69, -1.91, 1.59], [3.95, 2.51, -3.25], [-0.64, 0.13, -1.68], [2.02, -0.22, -0.80], [-0.47, 1.92, -4.74], [0.60, 1.96, 1.08], [5.37, -1.11, 0.62], [-0.93, 1.30, -3.69], [4.15, 3.14, 1.12], [2.70, -1.47, 1.16], [4.41, -0.60, -0.24], [3.65, -1.99, 2.03], [1.70, 3.90, 0.03], [3.25, 1.80, -4.28], [3.04, -0.75, 0.02], [1.78, 2.81, 0.89], [4.08, 4.22, 0.25], [-0.07, 0.74, -2.67], [0.88, 2.07, -4.88], [3.00, 2.44, 1.45], [2.85, 4.60, -0.29], [1.32, 0.90, -2.83], [2.29, 0.38, -1.91], [5.00, -1.80, 1.77], [-2.41, 1.16, -3.51], [1.79, 1.59, -3.99], [0.74, 4.17, -0.40], [4.73, -0.08, -1.13], [-2.68, 0.12, -3.31], [1.20, 2.59, -5.78], [3.34, -2.54, 2.91], [2.80, 5.46, -0.95], [3.47, 3.33, -3.07], [3.04, 1.59, 2.12], [-2.91, 1.51, -4.41], [4.97, 4.76, -0.01], [3.33, 0.54, -2.19], [3.35, 2.33, -5.23], [3.78, 0.85, -4.38], [-2.74, 1.74, -2.65], [5.74, -2.19, 2.45], [6.42, -0.97, 0.39], [5.10, 2.84, 1.54]],
  "mulliken_charge": [1.558, 0.014, -0.471, -1.326, -0.372, -0.685, -1.321, -0.930, 0.851, -0.609, 0.249, -0.341, -0.555, -0.102, -0.901, 0.603, 0.585, -0.392, 0.341, -0.962, -0.114, -0.684, 0.023, 0.440, -0.593, -1.203, 0.591, 0.468, 0.417, 0.315, 0.344, 0.377, 0.474, 0.322, 0.507, 0.386, 0.395, 0.080, 0.374, 0.366, 0.257, 0.406, 0.394, 0.422]
}

=====

(2)
{
  "formula": "C21H17N7RhS2",
  "method": "the ωB97M-V functional and the def2-TZVPD basis",
  "orbital_gap_ev": [4.3, 4.7],
  "spin_multiplicity": 5,
  "e_tot_ev": -57135.4615,
  "charge": 3,
  "homo_ev": [-13.961, -17.024],
  "elements": ["Rh", "S", "S", "N", "N", "N", "N", "N", "N", "N", "C", "C", "C", "C", "C", "C", "C", "C", "C", "C", "C", "C", "C", "C", "C", "C", "C", "C", "C", "C", "C", "H", "H", "H", "H", "H", "H", "H", "H", "H", "H", "H", "H", "H", "H", "H", "H", "H"],
  "coordinates": [[0.03, 0.07, -0.03], [0.63, 1.88, -4.49], [4.29, 2.29, 0.71], [0.48, 0.97, -2.07], [-1.23, 1.46, 0.74], [-1.23, -1.05, 0.95], [2.73, 0.80, 2.34], [-1.32, 0.34, -3.42], [0.75, -1.79, -0.39], [2.03, 1.15, 0.13], [-2.26, 1.00, 1.51], [-1.08, 2.79, 0.54], [1.87, 2.26, -3.42], [0.53, -4.15, -0.04], [-3.17, 1.89, 2.07], [2.46, 1.79, -1.00], [1.65, -4.36, -0.81], [-1.95, 3.70, 1.07], [-3.01, -2.62, 2.33], [2.87, 1.30, 1.13], [-3.01, 3.24, 1.85], [0.08, -2.84, 0.17], [-2.28, -0.44, 1.63], [3.67, 2.46, -0.85], [-0.18, 0.96, -3.21], [1.85, -2.01, -1.14], [1.65, 1.70, -2.16], [2.33, -3.28, -1.37], [-1.96, -3.22, 1.63], [-1.06, -2.43, 0.94], [-3.17, -1.23, 2.32], [2.35, -1.14, -1.56], [-3.71, -3.24, 2.87], [-0.01, -4.97, 0.40], [4.20, 3.03, -1.60], [2.00, -5.37, -0.98], [-1.77, -0.18, -2.68], [1.92, 0.24, 2.57], [-3.98, 1.52, 2.67], [2.71, 2.87, -3.72], [3.21, -3.41, -1.98], [-1.78, 0.35, -4.32], [-3.98, -0.77, 2.86], [-0.24, 3.10, -0.08], [-1.84, -4.29, 1.64], [-3.71, 3.95, 2.29], [-1.80, 4.76, 0.88], [3.42, 0.94, 3.07]],
  "mulliken_charge": [0.449, -0.026, -0.026, 0.818, 0.326, -0.085, -0.260, -0.259, 0.342, 0.815, 1.026, -0.062, -0.283, -0.843, -0.810, -0.313, -0.490, -0.980, -0.870, 0.192, -0.499, 0.946, -0.043, -0.289, 0.190, -0.053, -0.317, -0.973, -0.687, 0.036, -0.667, 0.422, 0.467, 0.478, 0.390, 0.482, 0.120, 0.120, 0.480, 0.390, 0.462, 0.256, 0.502, 0.441, 0.502, 0.475, 0.454, 0.256]
}

=====

(3)
{
  "formula": "C21H18BrKN3O2",
  "method": "the ωB97M-V functional and the def2-TZVPD basis",
  "de_lowest_kcal_mol": 5.9,
  "orbital_gap_ev": 6.1,
  "e_tot_ev": -117003.2439,
  "charge": -1,
  "homo_ev": -3.754,
  "elements": ["Br", "K", "O", "O", "N", "N", "N", "C", "C", "C", "C", "C", "C", "C", "C", "C", "C", "C", "C", "C", "C", "C", "C", "C", "C", "C", "C", "C", "H", "H", "H", "H", "H", "H", "H", "H", "H", "H", "H", "H", "H", "H", "H", "H", "H", "H"],
  "coordinates": [[-4.75, 1.98, -2.17], [1.68, -0.67, -0.60], [2.84, -2.69, 0.90], [1.50, 1.75, -1.86], [0.21, 1.79, 0.70], [0.54, -0.98, 2.05], [-1.93, -0.93, -1.50], [1.72, -2.98, 2.99], [-1.80, -1.54, -2.73], [-1.34, 4.31, -3.18], [-3.48, 0.59, -2.42], [1.67, -3.79, 4.13], [3.87, -4.08, 2.43], [-1.34, 3.94, -1.81], [-0.26, 3.96, -4.01], [0.69, -1.95, 2.90], [-0.31, 2.81, 0.17], [0.77, 3.20, -3.54], [-3.29, 0.10, -3.70], [-0.35, 3.13, -1.30], [-0.29, 0.12, 2.56], [0.71, 2.65, -2.20], [0.18, 1.53, 2.16], [-2.77, 0.07, -1.33], [2.78, -4.55, 4.54], [-2.42, -0.97, -3.87], [2.80, -3.24, 2.04], [3.89, -4.61, 3.69], [1.21, 1.66, 2.45], [1.61, 2.90, -4.15], [4.72, -4.17, 1.77], [-2.20, 4.26, -1.15], [-2.77, 0.61, -0.40], [0.77, -3.77, 4.74], [-3.81, 0.56, -4.52], [-1.32, 0.02, 2.22], [-0.21, 4.34, -5.02], [-2.19, -1.45, -4.82], [-1.15, -2.40, -2.77], [-0.39, 2.28, 2.69], [-0.08, -2.09, 3.67], [2.75, -5.18, 5.44], [4.76, -5.19, 3.96], [-0.76, 3.63, 0.77], [-0.30, 0.12, 3.66], [-2.15, 4.96, -3.58]],
  "mulliken_charge": [-0.186, 0.939, -0.701, -0.755, 0.191, 0.050, -0.413, 0.651, -0.341, -0.656, 0.130, -0.409, -0.669, -0.152, -0.304, -0.716, -0.699, -0.777, -0.265, 0.576, -0.518, 0.221, -1.116, -0.086, -0.694, -0.439, 0.232, -0.128, 0.302, 0.371, 0.370, 0.292, 0.400, 0.279, 0.434, 0.230, 0.382, 0.351, 0.399, 0.425, 0.246, 0.303, 0.325, 0.220, 0.406, 0.299]
}

=====

(4)
{
  "formula": "C21H18F3N7O",
  "method": "the ωB97M-V functional and the def2-TZVPD basis",
  "orbital_gap_ev": 8.2,
  "e_tot_ev": -42701.2695,
  "charge": 0,
  "homo_ev": -8.039,
  "smiles": "NC(=O)c1cnc(N[C@H](C2CC2)C(F)(F)F)c2c1[nH]c1cc(-c3cnc(N)nc3)ccc12",
  "elements": ["F", "F", "F", "O", "N", "N", "N", "N", "N", "N", "N", "C", "C", "C", "C", "C", "C", "C", "C", "C", "C", "C", "C", "C", "C", "C", "C", "C", "C", "C", "C", "C", "H", "H", "H", "H", "H", "H", "H", "H", "H", "H", "H", "H", "H", "H", "H", "H", "H", "H"],
  "coordinates": [[4.30, -0.02, -2.36], [4.26, 2.20, -2.50], [4.43, 1.05, -4.30], [0.19, 5.71, 2.12], [-0.09, 2.76, 1.98], [1.48, 0.99, -1.99], [1.23, 6.84, 0.62], [-1.40, -2.31, 6.25], [-1.94, -3.99, 4.70], [-1.80, -4.39, 6.92], [1.44, 3.28, -1.75], [0.69, 5.65, 1.04], [1.74, -1.61, -3.52], [-0.27, 1.36, 2.04], [0.11, -0.54, 0.57], [-0.87, -0.88, 2.83], [-0.84, 0.52, 3.06], [0.52, -0.84, -3.92], [-1.68, -3.12, 3.70], [2.27, 1.07, -3.27], [-1.22, -1.82, 3.93], [0.75, 4.40, 0.27], [-1.78, -3.52, 5.91], [1.91, -0.19, -4.10], [3.83, 1.08, -3.07], [0.60, 2.01, 0.04], [-1.11, -1.47, 5.28], [0.40, 3.14, 0.79], [-0.38, -1.36, 1.59], [0.11, 0.87, 0.80], [1.19, 4.41, -1.04], [1.18, 2.10, -1.22], [-0.31, 3.38, 2.76], [-1.18, -4.06, 7.64], [2.04, -2.44, -4.17], [-0.18, -0.45, -3.17], [1.44, 0.11, -1.53], [1.99, 1.99, -3.83], [1.44, 5.37, -1.49], [-0.86, -0.50, 5.55], [0.00, -1.21, -4.82], [1.85, 6.81, -0.18], [2.40, -0.22, -5.11], [-1.26, 0.94, 3.98], [1.39, 7.48, 1.39], [1.84, -1.82, -2.45], [-0.28, -2.44, 1.48], [0.53, -0.98, -0.31], [-1.83, -3.50, 2.69], [-1.78, -5.35, 6.62]],
  "mulliken_charge": [-0.290, -0.244, -0.289, -0.661, -0.040, 0.031, -0.495, -0.663, -0.675, -0.471, -0.588, 0.812, -0.561, -0.729, -0.583, 1.045, -0.984, -0.492, -0.417, -0.348, 0.497, 0.540, 0.531, -0.430, 0.832, 2.004, -0.480, -0.772, -1.252, 1.333, -1.522, -0.137, 0.248, 0.261, 0.311, 0.183, 0.014, 0.406, 0.348, 0.557, 0.276, 0.165, 0.472, 0.398, 0.256, 0.110, 0.321, 0.464, 0.461, 0.246]
}

=====

(5)
{
  "formula": "C21H18N4SeTi",
  "method": "the ωB97M-V functional and the def2-TZVPD basis",
  "orbital_gap_ev": [7.4, 7.4],
  "e_tot_ev": -116478.0030,
  "charge": 2,
  "homo_ev": [-14.611, -14.604],
  "elements": ["Se", "Ti", "N", "N", "N", "N", "C", "C", "C", "C", "C", "C", "C", "C", "C", "C", "C", "C", "C", "C", "C", "C", "C", "C", "C", "C", "C", "H", "H", "H", "H", "H", "H", "H", "H", "H", "H", "H", "H", "H", "H", "H", "H", "H", "H"],
  "coordinates": [[-4.69, -2.22, 4.37], [0.53, 0.37, -0.71], [-3.86, -2.96, 2.97], [-3.91, -0.63, 4.11], [-0.53, -1.44, -0.17], [-0.54, 0.99, 1.06], [3.17, 2.35, 0.46], [2.86, -1.83, -2.32], [2.73, 0.21, -0.82], [-3.05, -2.06, 2.49], [0.96, 1.52, -2.58], [-2.12, -3.54, 0.69], [1.45, 0.20, -2.87], [-2.19, 1.56, 3.20], [1.66, 2.25, -1.57], [-1.28, -3.69, -0.39], [-0.53, 2.20, 1.62], [-0.50, -2.62, -0.80], [-2.21, 0.29, 2.63], [-2.17, -2.31, 1.35], [-1.34, 2.52, 2.70], [-1.35, -1.28, 0.90], [-3.08, -0.78, 3.11], [0.01, 2.21, -3.52], [2.36, -0.45, -2.04], [2.53, 1.62, -0.69], [-1.36, 0.03, 1.55], [3.16, 3.43, 0.30], [-2.84, 1.77, 4.04], [0.32, 3.24, -3.67], [3.94, -1.79, -2.47], [1.06, -0.32, -3.74], [0.16, -2.69, -1.65], [-1.02, 2.22, -3.16], [-1.22, -4.63, -0.93], [3.38, -0.30, -0.12], [2.66, 2.14, 1.40], [-1.29, 3.52, 3.12], [1.43, 3.30, -1.44], [0.01, 1.72, -4.50], [2.69, -2.49, -1.47], [-2.75, -4.35, 1.04], [2.41, -2.25, -3.21], [0.15, 2.93, 1.18], [4.21, 2.04, 0.58]],
  "mulliken_charge": [0.372, 0.499, -0.815, -0.816, -0.111, -0.177, -1.652, -1.740, -1.033, 0.864, 0.821, -0.426, -0.592, -0.397, -0.382, -1.075, -0.048, -0.007, 0.252, 0.226, -1.074, -0.010, 0.844, -1.452, 0.893, 0.758, -0.058, 0.410, 0.580, 0.394, 0.410, 0.505, 0.491, 0.293, 0.460, 0.667, 0.324, 0.457, 0.590, 0.415, 0.442, 0.579, 0.392, 0.485, 0.441]
}

=====

(6)
{
  "formula": "C21H18NO6S2",
  "method": "the ωB97M-V functional and the def2-TZVPD basis",
  "de_lowest_kcal_mol": 25.1,
  "orbital_gap_ev": 5.9,
  "e_tot_ev": -57510.3907,
  "charge": -1,
  "homo_ev": -3.421,
  "elements": ["S", "S", "O", "O", "O", "O", "O", "O", "N", "C", "C", "C", "C", "C", "C", "C", "C", "C", "C", "C", "C", "C", "C", "C", "C", "C", "C", "C", "C", "C", "H", "H", "H", "H", "H", "H", "H", "H", "H", "H", "H", "H", "H", "H", "H", "H", "H", "H"],
  "coordinates": [[1.45, -0.24, 1.08], [-0.87, -1.76, -0.28], [-2.19, -1.98, 0.27], [2.25, 0.55, -3.26], [1.30, 2.55, -3.37], [1.31, -0.50, 2.50], [2.31, -1.06, 0.24], [-0.67, -1.79, -1.72], [1.21, 1.29, -3.22], [-0.17, -0.19, 0.33], [-4.62, 1.53, 0.78], [-2.33, 1.03, 0.09], [-5.08, 1.17, -0.50], [2.35, 3.67, 1.79], [2.06, 1.45, 0.90], [0.18, -3.07, 0.39], [0.00, 0.72, -3.06], [2.73, 4.12, 0.51], [1.81, -5.04, 1.44], [-2.82, 0.67, -1.19], [2.00, 2.33, 1.99], [2.56, 1.85, -0.33], [1.83, -4.77, 0.07], [0.10, -3.35, 1.75], [0.93, -4.33, 2.28], [-0.90, 0.95, 0.39], [-4.17, 0.74, -1.48], [-3.26, 1.49, 1.07], [2.83, 3.21, -0.55], [1.01, -3.78, -0.47], [2.49, -5.32, -0.60], [1.68, 1.97, 2.96], [-0.60, -2.79, 2.38], [2.96, 5.18, 0.34], [0.00, -0.36, -3.16], [-2.90, 1.73, 2.07], [-0.83, 1.33, -3.40], [0.90, -4.53, 3.35], [-2.07, 0.32, -1.91], [2.47, -5.80, 1.86], [-0.44, 1.77, 0.95], [3.12, 3.54, -1.55], [-5.34, 1.86, 1.53], [2.30, 4.37, 2.63], [1.02, -3.54, -1.54], [-6.15, 1.20, -0.73], [-4.49, 0.46, -2.48], [2.72, 1.13, -1.12]],
  "mulliken_charge": [1.860, 1.615, -0.667, -0.766, -0.766, -0.713, -0.636, -0.657, 0.945, -0.160, -0.638, -0.022, -0.386, -0.464, -0.395, -0.312, -0.932, -0.401, -0.451, 0.474, -0.227, -0.687, -0.538, -0.156, -0.584, -0.127, -0.883, -0.487, -0.459, -0.310, 0.369, 0.430, 0.390, 0.340, 0.422, 0.389, 0.332, 0.359, 0.099, 0.349, 0.520, 0.392, 0.360, 0.362, 0.433, 0.348, 0.397, 0.636]
}

=====

(7)
{
  "formula": "C21H18NOP",
  "method": "the ωB97M-V functional and the def2-TZVPD basis",
  "orbital_gap_ev": 7.7,
  "e_tot_ev": -34892.9605,
  "charge": 0,
  "homo_ev": -7.777,
  "smiles": "N#C[C@@H](C1C=CC=CC=C1)P(=O)(c1ccccc1)c1ccccc1",
  "elements": ["P", "O", "N", "C", "C", "C", "C", "C", "C", "C", "C", "C", "C", "C", "C", "C", "C", "C", "C", "C", "C", "C", "C", "C", "H", "H", "H", "H", "H", "H", "H", "H", "H", "H", "H", "H", "H", "H", "H", "H", "H", "H"],
  "coordinates": [[0.09, 0.43, 1.34], [0.12, 0.66, -0.12], [2.28, 3.35, 2.38], [3.87, -0.82, 1.83], [1.27, 2.78, 2.32], [2.70, -1.31, 3.89], [-1.30, -1.89, 1.21], [-3.06, -2.64, 2.69], [-2.19, -2.89, 1.63], [-2.99, -1.44, 3.42], [-1.25, 3.90, -0.78], [-1.98, -0.51, 3.08], [-0.02, 1.98, 2.28], [-0.59, 3.37, 0.27], [-2.57, 3.67, -1.30], [-3.47, 2.33, 0.56], [1.58, -0.13, 2.12], [-1.08, 2.77, 1.60], [-2.44, 2.09, 1.39], [1.58, -0.62, 3.42], [2.75, -0.14, 1.34], [-1.20, -0.69, 1.94], [-3.56, 2.97, -0.68], [3.83, -1.44, 3.07], [-1.91, 0.40, 3.68], [-0.31, 1.68, 3.32], [2.75, 0.37, 0.38], [-0.71, 4.63, -1.38], [0.48, 3.43, 0.20], [-4.49, 2.85, -1.22], [-0.67, -2.04, 0.33], [-2.21, -3.85, 1.10], [-2.76, 4.05, -2.31], [-1.19, 3.46, 2.43], [0.71, -0.48, 4.07], [-3.80, -3.39, 2.98], [2.68, -1.75, 4.90], [-2.62, 1.31, 2.14], [-4.45, 1.97, 0.91], [4.78, -0.85, 1.21], [4.68, -2.01, 3.42], [-3.68, -1.22, 4.24]],
  "mulliken_charge": [1.190, -0.854, -0.566, -0.603, -0.422, -0.736, -0.750, -0.419, -0.631, -0.784, -0.789, -0.056, -0.097, -0.032, -0.380, -0.511, 0.260, 0.739, -0.523, -0.311, -0.256, 0.919, -0.420, -0.416, 0.253, 0.615, 0.407, 0.313, 0.312, 0.345, 0.404, 0.385, 0.309, 0.401, 0.303, 0.366, 0.378, 0.233, 0.288, 0.354, 0.391, 0.389]
}

=====

(8)
{
  "formula": "C21H18O13",
  "method": "the ωB97M-V functional and the def2-TZVPD basis",
  "de_lowest_kcal_mol": 0.0,
  "orbital_gap_ev": 5.9,
  "e_tot_ev": -48674.7941,
  "charge": 0,
  "homo_ev": -8.550,
  "smiles": "O=C1C=C(O)C(=O)C=C1O.O=C1C=C(O)C(=O)C=C1O.O=C1C=C(O)C(=O)C=C1O.CC(C)=O",
  "elements": ["O", "O", "O", "O", "O", "O", "O", "O", "O", "O", "O", "O", "O", "C", "C", "C", "C", "C", "C", "C", "C", "C", "C", "C", "C", "C", "C", "C", "C", "C", "C", "C", "C", "C", "H", "H", "H", "H", "H", "H", "H", "H", "H", "H", "H", "H", "H", "H", "H", "H", "H", "H"],
  "coordinates": [[-44.89, -7.82, 18.05], [-45.91, -4.83, 21.83], [-51.72, -11.11, 18.13], [-41.44, -12.41, 25.41], [-43.49, -5.44, 23.05], [-40.63, -9.64, 21.55], [-46.92, -8.63, 22.82], [-42.44, -8.17, 19.15], [-50.50, -6.60, 19.15], [-49.61, -11.90, 19.61], [-42.62, -14.34, 24.00], [-41.92, -11.39, 20.06], [-48.77, -7.54, 21.20], [-41.21, -10.67, 22.10], [-50.45, -7.82, 19.42], [-44.97, -9.56, 21.89], [-42.83, -6.80, 20.96], [-43.82, -5.92, 21.73], [-45.10, -5.55, 21.23], [-50.96, -10.31, 18.86], [-43.18, -7.40, 19.74], [-51.37, -8.80, 18.84], [-42.44, -12.89, 21.85], [-49.03, -9.83, 20.34], [-49.37, -8.33, 20.26], [-41.06, -10.97, 23.67], [-49.85, -10.74, 19.59], [-42.22, -13.15, 23.39], [-45.72, -8.80, 22.97], [-41.57, -12.19, 24.22], [-44.56, -7.13, 19.21], [-45.40, -6.13, 19.98], [-41.87, -11.69, 21.30], [-45.09, -8.35, 24.22], [-41.81, -6.93, 21.51], [-45.06, -7.21, 24.41], [-46.40, -6.11, 19.54], [-45.32, -9.22, 20.89], [-48.40, -8.27, 21.91], [-43.94, -8.63, 24.46], [-52.18, -8.51, 18.34], [-45.29, -10.67, 21.68], [-44.13, -8.14, 17.55], [-40.67, -10.31, 24.33], [-45.63, -8.62, 25.02], [-43.87, -9.62, 21.79], [-42.95, -13.56, 21.19], [-42.66, -14.36, 25.04], [-51.57, -11.94, 18.54], [-42.60, -5.64, 23.11], [-48.27, -10.21, 20.97], [-40.57, -9.79, 20.53]],
  "mulliken_charge": [-0.524, -0.577, -0.477, -0.614, -0.428, -0.553, -0.633, -0.648, -0.557, -0.609, -0.544, -0.664, -0.474, 0.263, 0.232, -0.339, -0.368, 0.677, 0.359, 0.048, 0.821, -1.034, -1.002, -0.701, 0.949, -0.963, 0.806, 0.262, 0.692, 0.810, 0.063, -0.458, 1.139, -1.130, 0.030, 0.249, 0.415, 0.116, 0.524, 0.167, 0.579, 0.402, 0.345, 0.562, 0.516, -0.111, 0.461, 0.390, 0.324, 0.302, 0.493, 0.411]
}